*A*
{"formula": "C5H8NO2", "method": "the ωB97M-V functional and the def2-TZVPD basis", "e_homo_ev": [-11.7, -11.7], "total_charge": 1, "symbols": ["C", "C", "C", "C", "C", "N", "O", "O", "H", "H", "H", "H", "H", "H", "H", "H"], "positions_angstrom": [[1.04497, 2.18058, 2.17284], [-0.34600, -0.37101, -0.23215], [-0.72148, -1.57251, -0.62322], [0.11200, 2.01078, 0.12087], [0.21628, -2.28192, -1.58196], [0.16690, 0.60082, 0.22922], [-1.64716, -2.19563, 0.04885], [0.94507, 2.60745, 0.96575], [1.54650, 2.84718, 2.95832], [-0.92795, 2.25909, 0.42631], [0.33649, 2.34216, -0.89865], [1.01789, -1.54013, -1.74558], [-0.26340, -2.34242, -2.61076], [0.29161, -3.21140, -1.18072], [0.58536, 1.21988, 2.47943], [-2.35708, -2.55293, -0.52855]], "nbo_charge": [0.3614, 0.3749, 0.1937, 0.0338, -0.6332, -0.5127, -0.6553, -0.3092, 0.2437, 0.2346, 0.2363, 0.2316, 0.2287, 0.2382, 0.2337, 0.4999]}


*B*
{"formula": "C5H8NO2", "method": "the ωB97M-V functional and the def2-TZVPD basis", "e_homo_ev": -14.8, "total_charge": 1, "symbols": ["C", "C", "C", "C", "C", "N", "O", "O", "H", "H", "H", "H", "H", "H", "H", "H"], "positions_angstrom": [[1.35446, -1.31344, 0.20721], [0.04262, -1.03146, 0.37451], [2.25611, -0.24609, -0.05858], [-0.55018, 0.32570, 0.14585], [-1.32939, 0.31931, -1.16616], [-1.33002, 0.76730, 1.20200], [1.91698, 0.96384, -0.14368], [0.60012, 1.34315, -0.08586], [1.74462, -2.31216, 0.31746], [-0.67016, -1.79212, 0.65919], [3.33161, -0.38960, -0.14035], [-0.72419, -0.05482, -1.98730], [-1.63508, 1.33843, -1.39306], [-2.21740, -0.29874, -1.06168], [-0.90349, 0.79391, 2.11837], [-1.88663, 1.58680, 1.01208]], "nbo_charge": [-0.3685, 0.0333, 0.3959, 0.3095, -0.6318, -0.7909, -0.0662, -0.2174, 0.2768, 0.2610, 0.2493, 0.2362, 0.2526, 0.2516, 0.4005, 0.4081]}


Which of the structures shown above is the most stable? The most stable is *B*.